# 1
A structure of composition C39H41FeN4O2P3S in a non-equilibrium geometry, computed with wB97M-V/def2-TZVPD.

Values from the calculation:
Net charge: +3
HOMO-LUMO gap (spin up / spin down): 0.2594 / 0.1837 Eh
2S+1: 6
HOMO (spin up / spin down): -15.0544 / -15.0431 eV
⟨S²⟩: 8.77
LUMO (spin up / spin down): -8.00 / -10.04 eV

Each line ends with the Mulliken charge.
Cartesian coordinates (Å):
1 Fe 0.32376 0.38435 0.00673  0.19
2 C 0.81126 -0.00659 3.36880  -1.36
3 P 0.40328 1.44881 2.26219  2.34
4 C 1.98999 2.32242 2.09434  0.49
5 C 3.07707 1.55345 1.66586  0.71
6 C 4.30472 2.14359 1.44447  -0.66
7 C 4.45321 3.51385 1.61696  -0.75
8 C 3.37503 4.28367 2.02825  -0.83
9 C 2.14328 3.69672 2.26042  -0.73
10 C -0.71456 2.56508 3.14513  0.65
11 C -1.18181 3.64549 2.38778  -0.73
12 C -2.03873 4.57145 2.94801  -0.82
13 C -2.46556 4.41303 4.25953  -0.74
14 C -2.02138 3.33263 5.00783  -0.78
15 C -1.15121 2.40726 4.45781  -0.70
16 C 0.60917 -1.28139 2.63026  0.81
17 C 0.83015 -2.61081 3.04896  -2.09
18 C 0.31497 -3.42790 2.03183  -1.89
19 C -0.14198 -2.56327 1.01858  0.10
20 C -0.71764 -2.88320 -0.31395  -1.62
21 P -0.97639 -1.29854 -1.26222  2.35
22 C -2.69708 -1.29291 -1.80282  0.46
23 C -3.00587 -0.62707 -2.99098  -0.90
24 C -4.32093 -0.50339 -3.39087  -0.80
25 C -5.33813 -1.02557 -2.60312  -0.61
26 C -5.03794 -1.67594 -1.41338  -0.88
27 C -3.72284 -1.79332 -1.00068  -0.59
28 C -0.03377 -1.57984 -2.80575  0.22
29 C 0.92910 -0.64227 -3.16918  -0.02
30 C 1.67321 -0.81131 -4.32605  -0.68
31 C 1.44361 -1.92174 -5.13409  -0.91
32 C 0.44695 -2.83375 -4.79844  -0.62
33 C -0.28469 -2.67099 -3.63364  -0.37
34 N 0.04623 -1.28326 1.40306  1.71
35 H 0.12804 0.01284 4.22604  0.45
36 H 1.82928 0.09233 3.76246  0.40
37 H 2.93265 0.49463 1.49304  -0.61
38 H 5.14055 1.54412 1.11823  0.48
39 H 5.40516 3.98291 1.42788  0.44
40 H 3.49334 5.34864 2.16137  0.46
41 H 1.30982 4.30025 2.58344  0.48
42 H -0.85544 3.75668 1.36040  0.66
43 H -2.37370 5.41339 2.36290  0.50
44 H -3.14240 5.12969 4.69587  0.46
45 H -2.34646 3.20924 6.02949  0.48
46 H -0.80494 1.59124 5.07333  0.43
47 H 1.17855 -2.91259 4.01818  0.71
48 H 0.23572 -4.49832 2.02507  0.58
49 H -1.64971 -3.44955 -0.22495  0.92
50 H -0.01314 -3.51267 -0.86811  0.62
51 H -2.21099 -0.22814 -3.60523  0.48
52 H -4.55342 -0.00604 -4.31892  0.48
53 H -6.36492 -0.92499 -2.91515  0.47
54 H -5.82982 -2.08899 -0.80539  0.48
55 H -3.49866 -2.28079 -0.06170  0.39
56 H 1.08307 0.23447 -2.54421  0.05
57 H 2.39352 -0.06486 -4.62622  0.49
58 H 1.99464 -2.04003 -6.05542  0.45
59 H 0.23178 -3.65713 -5.46168  0.48
60 H -1.06628 -3.37231 -3.37965  0.56
61 N 3.28325 -3.58590 1.61003  -0.07
62 C 3.97842 -2.48459 0.91411  -0.91
63 P 2.95017 -2.14599 -0.63639  1.00
64 O 2.21873 -3.43796 -0.84978  -1.15
65 O 2.18998 -0.86892 -0.46984  -0.35
66 C 4.08222 -2.11613 -2.15472  -0.98
67 N 3.49989 -3.13593 -3.05113  -0.08
68 H 2.92949 -4.21742 0.86443  0.47
69 H 2.40051 -3.26708 2.13043  -0.19
70 H 3.89484 -4.09589 2.25521  0.45
71 H 4.98686 -2.80071 0.64700  0.54
72 H 4.03937 -1.60579 1.55401  0.38
73 H 5.10432 -2.38751 -1.89990  0.59
74 H 4.09908 -1.13450 -2.62314  0.33
75 H 2.84144 -2.72525 -3.75155  -0.12
76 H 2.91011 -3.72021 -2.38815  0.38
77 H 4.19156 -3.70997 -3.54575  0.43
78 S -4.43320 1.23607 1.40835  -0.19
79 C -2.92422 0.42113 1.42142  -0.58
80 N -2.04528 0.81993 0.55494  1.51
81 C -2.53423 1.83827 -0.22057  -0.17
82 C -1.84121 2.49376 -1.23788  -0.58
83 C -2.47216 3.51435 -1.91371  -0.96
84 C -3.77901 3.89018 -1.58350  -0.74
85 C -4.47643 3.25905 -0.57418  -0.67
86 C -3.84989 2.22033 0.09795  0.87
87 H -2.73217 -0.37669 2.11515  0.33
88 H -0.81273 2.19023 -1.45783  0.14
89 H -1.95227 4.04310 -2.69780  0.52
90 H -4.24666 4.69669 -2.12492  0.51
91 H -5.47151 3.57056 -0.30496  0.57

# 2
A cluster of 6 separate species, C39H42Cl2N6O13P in total in a non-equilibrium geometry, computed with wB97M-V/def2-TZVPD.

Values from the calculation:
Net charge: -1
HOMO-LUMO gap: 0.1938 Eh
HOMO: -4.8761 eV
LUMO: 0.40 eV

Each line ends with the Mulliken charge.
Cartesian coordinates (Å):
1 C -4.35640 0.80480 -2.73252  -1.19
2 C -3.72414 1.74360 -1.67841  0.23
3 Cl -5.04713 2.31434 -0.59804  -0.16
4 C -2.63862 1.01081 -0.89578  -0.71
5 Cl -1.34083 0.68905 -2.14183  -0.21
6 P -1.80498 1.98215 0.59851  -0.53
7 O -1.04813 0.44188 1.01624  0.03
8 C -1.84300 -0.26042 1.90476  0.37
9 C -1.16798 -1.40371 2.63339  -0.72
10 C 0.02437 -1.07166 3.49617  -0.12
11 N 0.66554 -2.03362 4.03215  -0.93
12 C -2.58536 0.79420 2.72251  -0.02
13 C -3.75279 0.26385 3.52913  -0.59
14 C -4.39496 1.32529 4.38385  -0.07
15 O -5.44309 1.13403 4.98185  -0.55
16 O -3.11064 1.62982 1.70732  -0.30
17 H -3.78738 0.82010 -3.65548  0.28
18 H -4.39551 -0.20799 -2.33615  0.36
19 H -5.38162 1.10031 -2.90672  0.24
20 H -3.32324 2.58962 -2.22574  0.35
21 H -3.00792 0.02471 -0.63187  0.25
22 H -0.70174 2.33328 -0.25437  0.04
23 H -2.49599 3.17522 0.15774  0.11
24 H -1.12043 2.67079 1.67775  0.11
25 H -2.68736 -0.74324 1.37093  -0.08
26 H -0.88615 -2.20831 1.95875  0.37
27 H -1.91109 -1.83309 3.30654  0.54
28 H 0.34067 -0.04656 3.69350  0.27
29 H 1.42698 -1.68693 4.61115  0.46
30 H -1.88024 1.38989 3.31659  0.35
31 H -3.40305 -0.53551 4.18318  0.29
32 H -4.49435 -0.11080 2.82802  0.30
33 H -3.86016 2.29125 4.44860  0.39
34 C 4.42896 4.25240 3.69020  -0.47
35 C 4.61995 4.18335 5.06759  -0.39
36 C 4.13669 3.10136 5.78034  -0.46
37 C 3.46802 2.10060 5.09382  -0.04
38 C 3.26390 2.15441 3.73052  0.01
39 C 3.75087 3.24245 3.02500  -0.42
40 N 2.97043 0.93581 5.83460  1.00
41 O 3.14349 0.91065 7.03667  -0.63
42 O 2.41844 0.05606 5.20435  -0.62
43 H 4.81239 5.09933 3.13568  0.37
44 H 5.14815 4.97374 5.58357  0.37
45 H 4.28069 3.03936 6.84858  0.45
46 H 2.73334 1.37407 3.21980  0.33
47 H 3.59891 3.29353 1.95633  0.42
48 C -10.83092 5.57998 -1.73786  -0.41
49 C -9.54687 6.01007 -2.04393  -0.45
50 C -8.57507 5.09242 -2.40975  -0.32
51 C -8.91013 3.75344 -2.46615  0.05
52 C -10.18012 3.30486 -2.15875  -0.33
53 C -11.14551 4.22876 -1.79181  -0.41
54 N -7.88404 2.77882 -2.87238  1.08
55 O -6.77905 3.20407 -3.11349  -0.55
56 O -8.21348 1.61094 -2.93336  -0.62
57 H -11.58838 6.29969 -1.45576  0.37
58 H -9.30117 7.06206 -1.99833  0.36
59 H -7.57312 5.41806 -2.64595  0.44
60 H -10.41664 2.25252 -2.20374  0.44
61 H -12.14461 3.89376 -1.54909  0.36
62 C 3.36400 -3.80007 -1.04090  -0.67
63 C 4.46891 -3.12877 -0.52969  -0.39
64 C 4.29103 -1.93801 0.15867  -0.53
65 C 3.00736 -1.44905 0.31796  -0.25
66 C 1.89728 -2.09971 -0.18854  -0.03
67 C 2.08302 -3.28735 -0.87506  -0.74
68 N 2.79443 -0.20019 1.05706  1.11
69 O 3.76974 0.40501 1.48331  -0.68
70 O 1.65325 0.16229 1.20145  -0.52
71 H 3.50362 -4.73332 -1.57273  0.41
72 H 5.46446 -3.51107 -0.62114  0.54
73 H 5.13722 -1.40920 0.56482  0.51
74 H 0.90598 -1.68715 -0.05181  0.67
75 H 1.22816 -3.81344 -1.27817  0.48
76 C -1.02562 -0.16541 -6.66769  -0.69
77 C -1.39480 -1.02129 -7.69842  -0.31
78 C -1.52602 -2.37851 -7.45979  -0.44
79 C -1.28746 -2.85683 -6.18355  0.17
80 C -0.91554 -2.02113 -5.14647  -0.40
81 C -0.78307 -0.66467 -5.39590  -0.23
82 N -1.44397 -4.29617 -5.92497  1.04
83 O -1.75079 -5.00832 -6.86174  -0.62
84 O -1.25605 -4.69307 -4.79523  -0.61
85 H -0.92932 0.89591 -6.85537  0.40
86 H -1.58334 -0.62990 -8.68891  0.37
87 H -1.81177 -3.04966 -8.25547  0.44
88 H -0.73211 -2.41126 -4.15636  0.57
89 H -0.49609 0.00109 -4.59552  0.35
90 C 11.55228 -4.47669 1.56858  -0.44
91 C 10.75500 -3.52970 2.19751  -0.49
92 C 9.45460 -3.32129 1.76855  -0.29
93 C 8.97372 -4.07291 0.71276  0.12
94 C 9.75307 -5.01652 0.06989  -0.30
95 C 11.05296 -5.21609 0.50444  -0.46
96 N 7.58817 -3.86783 0.26895  1.05
97 O 6.93576 -3.01657 0.83962  -0.57
98 O 7.18084 -4.56555 -0.64540  -0.64
99 H 12.56608 -4.63992 1.90968  0.37
100 H 11.14529 -2.95413 3.02514  0.37
101 H 8.82857 -2.58671 2.25272  0.45
102 H 9.35692 -5.58927 -0.75501  0.43
103 H 11.67586 -5.95131 0.01429  0.37